{
  "formula": "C31H46InN5O2S",
  "method": "wB97M-V/def2-TZVPD",
  "species": ["C", "H", "H", "H", "H", "C", "C", "H", "N", "H", "H", "C", "H", "N", "C", "H", "H", "H", "O", "S", "C", "H", "C", "N", "H", "C", "C", "H", "H", "H", "H", "In", "H", "C", "C", "H", "N", "C", "C", "C", "H", "H", "C", "C", "H", "C", "C", "H", "C", "H", "C", "C", "H", "H", "H", "H", "C", "H", "H", "N", "H", "C", "H", "C", "H", "C", "O", "H", "H", "C", "H", "H", "H", "H", "C", "H", "H", "C", "H", "H", "H", "C", "C", "H", "H", "C"],
  "xyz": [[5.10921, 5.46096, 1.12499], [1.21290, 4.05491, 1.75081], [-4.64549, -1.74148, 2.54376], [-0.91229, 5.70106, 3.30908], [4.01188, 1.03079, -2.42161], [-0.64368, 0.84180, -4.97557], [3.63944, 5.19475, 1.45884], [3.96005, 4.73048, 3.56626], [0.35811, 1.50155, 1.36120], [5.12838, 3.16302, 0.35844], [0.49699, 1.05574, -2.24383], [-1.92804, 1.14826, 1.64608], [-1.05033, 3.29150, 6.19510], [-0.23175, 0.40588, -1.96022], [6.14616, 1.32219, -0.74258], [-5.77134, -0.21045, 0.81906], [5.93455, -1.22088, -0.06272], [-4.16928, 0.03088, 0.12690], [2.18069, -0.16850, 0.40601], [-0.13755, -2.71665, -1.12198], [-0.80632, 2.94195, 2.96722], [3.06193, 7.18930, 0.84886], [3.21940, 3.76087, 1.15498], [-0.37039, -0.60007, -2.90714], [-4.24796, 4.58265, 4.60554], [2.52175, 1.04250, 0.59528], [-2.07277, 4.36620, 4.60113], [-3.99143, 2.54446, 3.89853], [-5.15917, 1.42766, 0.58308], [5.55303, -0.29407, 1.38792], [-5.80671, 1.76009, 3.04944], [0.04634, -0.62784, 0.35489], [3.79172, 6.45350, 3.21565], [4.13152, 2.81178, 0.57415], [-1.88120, 5.67490, 3.81152], [4.95846, -0.45659, -2.34446], [-0.51070, -2.51199, -3.78898], [1.95354, 3.34725, 1.41054], [1.56309, 1.99649, 1.19052], [-0.97065, 4.24118, 5.66359], [1.71031, 6.05816, 0.87244], [-0.78214, 0.66469, -6.03867], [-4.87589, 0.41048, 0.86030], [-0.56135, -0.46228, -4.28494], [-0.54875, -3.50520, -3.96980], [5.16355, -0.62185, 0.42240], [-3.10075, 1.32801, 2.42850], [-1.48567, 1.42952, -4.60585], [4.23423, 0.15536, -1.80600], [0.27153, 1.41996, -4.83495], [2.77017, 6.16082, 0.63512], [-1.97833, 3.21143, 3.60855], [-3.46633, -1.07098, 3.67532], [-3.01581, -1.37363, 1.98500], [5.78047, 4.81660, 1.69626], [0.02842, 4.31392, 5.23110], [-0.34108, -1.92384, -2.61133], [6.63585, 1.63956, 0.17953], [5.31266, 5.33831, 0.05914], [-0.64201, -1.63200, -4.81601], [-6.25130, 0.05933, 3.11490], [-0.74234, 1.93228, 1.97515], [-5.10770, 0.69170, 4.29040], [3.82703, 1.52176, 0.24091], [-2.66395, 5.79026, 3.05953], [-5.42518, 0.75717, 3.24802], [-1.86497, 0.32171, 0.64772], [-3.42972, 5.27533, 5.99492], [3.32478, -0.43470, -1.67962], [4.82799, 0.59557, -0.45629], [6.00257, 2.18914, -1.39107], [5.34986, 6.49151, 1.38256], [0.10216, 3.44662, 3.25979], [4.30252, -1.26065, 0.59790], [-3.42800, 4.42858, 5.30933], [-1.10966, 0.91056, -1.84344], [6.82147, 0.63744, -1.25390], [-3.81931, -1.03642, 2.64332], [2.90575, 5.98511, -0.43367], [-1.93568, 6.52599, 4.49142], [-3.62128, 3.53046, 5.89941], [3.42244, 5.46055, 2.95877], [-3.09404, 2.36944, 3.32701], [2.36451, 5.42009, 3.22565], [-1.07216, 5.04625, 6.39143], [-4.29679, 0.38108, 2.28414]],
  "total_energy_ha": -2220.930330,
  "e_homo_ev": [-13.3, -13.3],
  "charge": 2,
  "lumo_energy_ev": [-8.017, -8.022]
}

---

{
  "formula": "C15H30ClO16",
  "method": "wB97M-V/def2-TZVPD",
  "species": ["H", "H", "H", "H", "H", "C", "O", "O", "H", "H", "H", "H", "O", "H", "O", "H", "C", "C", "C", "O", "H", "H", "H", "C", "C", "H", "C", "Cl", "C", "O", "C", "H", "O", "H", "H", "C", "O", "C", "H", "H", "O", "O", "H", "O", "C", "O", "H", "H", "H", "O", "H", "O", "O", "H", "H", "O", "C", "C", "H", "C", "H", "H"],
  "xyz": [[-2.41309, 0.84963, -0.59311], [0.59559, -5.31564, -0.83891], [-1.56064, -0.70068, -2.18829], [1.89355, 2.24554, 0.34630], [-4.35132, -1.35652, -1.14649], [-2.25006, 2.46839, 5.07232], [-1.59540, -0.29798, 1.85488], [7.00080, 1.32780, 1.65553], [0.63317, 0.12028, -4.38594], [0.15516, -2.62723, -0.15800], [1.51345, -0.74849, -2.22103], [-0.00528, -4.70285, 0.68906], [0.03539, 0.35675, 0.32535], [3.37868, 1.12187, 3.29050], [-4.28717, 1.54348, -1.36132], [3.28408, 3.01921, 1.97375], [-4.51192, 1.10310, -2.61494], [0.47003, 1.68963, -2.91134], [1.80563, 2.84672, -4.35400], [-5.11296, 1.69896, -3.45439], [-2.41638, -2.20587, -2.47234], [-1.81727, -3.68517, 2.80694], [-3.82384, 0.56135, 0.36239], [2.93852, 2.03629, 0.09176], [3.66297, 2.15861, 1.42566], [-1.33229, 2.29908, 5.65095], [-2.69657, -3.93468, 2.21204], [-0.17465, -0.11271, 1.66848], [0.69665, -4.49617, -0.11975], [0.45224, -3.28333, -0.79668], [1.29984, 0.69938, -3.73745], [0.78347, 1.65733, -1.86440], [0.32614, 0.84211, 2.61609], [-0.60621, 1.54778, -2.95222], [-3.55808, -4.07346, 2.86145], [-3.57277, -0.67595, -1.49688], [0.48302, -1.38818, 1.83274], [5.80906, 1.39180, 1.70518], [3.30453, 2.72930, -0.65780], [-2.15546, 3.42041, 4.53905], [5.07701, 2.39806, 1.21414], [-2.57427, 1.40479, 4.21729], [-1.80316, 1.19211, 3.67880], [-3.01806, -2.85320, 1.33722], [3.66428, 0.86516, 2.27432], [2.36123, 3.75707, -4.88066], [2.88983, 0.98610, -0.20010], [2.98199, 0.27337, -2.49206], [-2.51974, -4.83876, 1.62340], [-3.97319, -0.11897, -2.78444], [-3.03257, 2.57286, 5.82706], [2.09421, 1.54315, -4.58047], [5.03002, 0.44453, 2.26215], [-2.20888, -2.38549, 1.10837], [-1.83548, -1.78686, -0.83798], [0.79752, 2.96348, -3.47282], [-3.47823, 0.59880, -0.66824], [2.16272, -0.27521, -2.96126], [3.02810, 0.13738, 1.78000], [-2.27620, -1.40239, -1.75256], [1.73437, -4.55424, 0.22486], [2.61790, -1.05164, -3.57213]],
  "total_energy_ha": -2253.457945,
  "e_homo_ev": -7.9,
  "charge": -1,
  "lumo_energy_ev": 2.564
}

---

{
  "formula": "C21H45IN5O4PS",
  "method": "wB97M-V/def2-TZVPD",
  "species": ["C", "H", "H", "C", "C", "H", "H", "H", "H", "H", "H", "H", "C", "H", "H", "H", "H", "H", "H", "C", "H", "H", "N", "H", "H", "H", "H", "H", "H", "H", "H", "H", "C", "C", "H", "H", "C", "C", "N", "H", "H", "H", "C", "H", "H", "H", "H", "I", "C", "H", "P", "H", "N", "O", "H", "S", "N", "H", "C", "H", "C", "C", "C", "C", "N", "C", "H", "H", "C", "C", "O", "H", "C", "H", "C", "H", "O", "O"],
  "xyz": [[4.26320, -4.63747, 4.30906], [-1.84836, 2.97028, 1.75777], [-4.05727, 3.75801, 0.21669], [0.30656, 0.11530, 0.95464], [0.71649, -3.48818, 3.74085], [5.19536, -4.07238, 4.27710], [1.43489, -0.31101, 2.69144], [2.22822, -6.18204, 5.01338], [2.40438, -4.35110, 6.83837], [3.61914, 3.61946, 0.63226], [-3.57892, 1.43599, 1.53816], [-2.56524, 3.27263, -0.58586], [-3.52639, 1.68618, 0.46931], [3.11641, -3.02811, 5.14449], [-2.56258, -0.99082, -0.94327], [0.48119, 2.69914, -6.16540], [-2.12855, 0.65402, -8.00792], [-2.96470, -0.73678, -7.33242], [-0.25699, 1.80212, -7.45795], [3.08070, -3.68243, 4.25890], [1.49996, -5.80599, 7.23744], [-1.48402, 3.52598, -3.80354], [0.62672, 2.87936, 1.23741], [-0.44835, -1.21538, -0.55380], [-1.19597, -0.71586, -7.38817], [-3.72560, -0.71699, 0.38767], [-2.48628, 3.00502, -6.90858], [1.16614, -1.82613, 5.08785], [-0.37469, -1.68772, 4.23772], [-2.66550, 2.21220, -3.68118], [0.53782, -5.80591, 4.87551], [-2.95227, 1.14413, -5.70906], [1.51026, -4.92584, 6.59181], [0.86425, 3.81766, 1.95991], [3.19417, -3.02772, 3.38984], [3.51846, 2.22745, -1.11574], [1.61628, 2.02589, 0.58389], [-1.62998, 2.49547, -3.48199], [-0.82152, 1.22077, -5.55170], [-1.19355, 3.97467, -7.60414], [-0.66035, 0.58739, -3.59893], [-0.15727, -4.10156, 3.50358], [0.30307, -2.39137, 4.73019], [0.37438, 1.92821, -4.01472], [2.15355, 5.13779, -0.99588], [4.27361, -5.23207, 5.22334], [-2.14270, -0.28703, -5.09211], [1.99456, -0.17190, -1.55090], [-2.08343, -0.10298, -7.22412], [0.99606, -3.00078, 2.79992], [2.76070, 3.13584, -0.37025], [-0.02594, 1.41312, -0.76943], [1.80667, -4.36698, 4.11216], [-2.53263, 0.87921, -0.15963], [0.63920, -4.32426, 6.84790], [1.11433, 5.07948, 2.83423], [1.98135, 4.17151, -1.23947], [-1.53832, 4.08648, -5.88405], [-0.49602, -1.12952, 0.53648], [-1.48523, 2.47082, -2.40156], [-1.48428, 3.39664, -6.72478], [-3.15638, 3.15255, 0.32966], [2.30109, 1.09768, 1.60873], [-0.63826, 1.53704, -4.14661], [1.57135, -0.09641, 1.70812], [-2.71581, -0.50198, 0.02679], [4.24306, -5.31708, 3.45606], [-0.22661, -2.78816, 5.59490], [1.50786, -5.36792, 5.12395], [0.80009, 0.98634, -0.20430], [3.32148, 1.35428, 2.18958], [-0.37594, 0.67368, 1.60181], [-0.46908, 2.27133, -6.49374], [-4.50736, 1.48751, 0.02190], [-2.05718, 0.51318, -5.83341], [-0.06617, -2.03610, 0.96647], [-1.83394, -1.00502, 0.98342], [-2.42915, 3.66567, 1.43533]],
  "total_energy_ha": -2439.028669,
  "e_homo_ev": -8.0,
  "charge": 0,
  "lumo_energy_ev": 0.061
}

---

{
  "formula": "C17H17AuF6N4O5PS4",
  "method": "wB97M-V/def2-TZVPD",
  "species": ["H", "F", "O", "P", "H", "S", "C", "H", "C", "N", "H", "H", "F", "F", "H", "C", "H", "H", "C", "N", "C", "C", "C", "C", "C", "O", "H", "S", "N", "C", "C", "O", "C", "C", "H", "F", "C", "Au", "H", "H", "C", "H", "F", "N", "O", "S", "H", "F", "C", "S", "H", "H", "C", "H", "O"],
  "xyz": [[-5.80008, 0.25956, -1.19197], [-2.15061, -3.74485, 3.34086], [3.78622, 0.82416, 5.76219], [-1.73887, 0.39393, -2.19841], [-2.03454, -4.39365, 0.97610], [0.47990, 1.07814, 2.29260], [4.34379, 0.38757, 3.19139], [-5.74903, 1.93103, -0.59507], [6.02729, 0.99889, 1.64243], [2.64374, 0.12077, -2.54436], [-4.61413, 0.72260, 0.02842], [7.06795, 1.06154, 1.35549], [-2.50712, -1.67973, 3.76261], [-4.32021, -3.74232, 1.86240], [-0.72883, -3.26032, 0.55988], [5.03007, 1.49138, 0.78311], [0.72864, 2.69439, -5.44924], [2.93946, 1.83050, 0.44632], [2.08527, -0.05421, -1.45328], [4.12494, 1.51191, -3.87042], [-4.14836, 1.43273, -1.93039], [-0.19803, 1.31342, -4.11089], [-3.96334, -2.51250, 1.41699], [3.69879, 1.43901, 1.10800], [-0.27648, 2.41428, -5.15007], [3.80199, -1.49659, 5.05084], [6.41443, 0.09504, 3.57453], [-1.09433, 1.80992, -0.91987], [1.99860, 0.05462, 4.11326], [-1.80569, -3.41319, 0.56761], [3.43875, 0.90300, -3.16468], [-1.51890, 0.99610, -3.69313], [3.31267, 0.84879, 2.33166], [-5.15005, 1.06219, -0.85304], [-2.17040, -3.33116, -0.45301], [-4.49432, -2.42376, 0.19168], [-2.43170, -2.29101, 1.41201], [-0.26537, -0.50525, 0.31650], [5.32698, 1.91925, -0.16629], [-0.82969, 2.06650, -6.01915], [5.66979, 0.45191, 2.87469], [-4.64726, 1.70846, -2.86657], [-0.61102, -2.30681, 2.95544], [1.55737, -0.42103, -0.46847], [-3.32883, 0.30619, -2.21372], [3.51774, -0.12322, 4.69281], [0.39260, 1.64784, -3.25134], [-4.63947, -1.65049, 2.18239], [-1.92740, -2.48847, 2.87184], [-1.07196, -1.47635, -2.16009], [-3.51753, 2.26536, -1.59338], [0.26925, 0.41343, -4.52148], [2.05675, 0.61540, 2.90195], [-0.78758, 3.27542, -4.72630], [-2.19184, -1.03032, 0.99862]],
  "total_energy_ha": -3922.401992,
  "e_homo_ev": [-2.2, -2.6],
  "charge": -2,
  "lumo_energy_ev": [4.043, 3.427],
  "multiplicity": 2
}